[1]
A single C4H6O2 molecule. Source: the OMol25 dataset; level of theory: ωB97M-V/def2-TZVPD.

Element x y z (Å)
C: 0.71260 -1.00249 -0.97020
C: 0.82547 0.31235 -0.23553
O: -0.04454 1.32223 -0.69609
C: -0.19726 0.91213 0.65430
C: -1.45982 0.20597 1.03647
O: -2.01852 0.46025 2.08191
H: 1.62051 -1.58384 -0.82329
H: -0.14727 -1.62692 -0.70350
H: 0.62553 -0.75843 -2.03633
H: 1.84738 0.65781 -0.03994
H: 0.08862 1.66416 1.39068
H: -1.85270 -0.56322 0.34151

Forces on the atoms, in the same order (eV/Å):
C -0.03 0.00 -0.11
C 0.13 -0.08 0.17
O -0.22 0.21 -0.19
C -0.05 0.02 0.28
C -0.20 0.18 0.55
O 0.31 -0.29 -0.72
H -0.02 -0.10 0.00
H 0.18 0.27 0.05
H 0.08 -0.15 0.17
H -0.28 -0.07 -0.17
H 0.07 -0.19 -0.07
H 0.02 0.20 0.04

Computed properties:
HOMO-LUMO gap (eV): 10.9
HOMO energy (eV): -10.1515
Energy relative to the best compared isomer or geometry (same formula, charge and spin) (kcal/mol): 45.1
Maximum force (eV Å⁻¹): 0.8
DFT total energy (Ha): -306.43437
SMILES string: C[C@H]1O[C@H]1C=O



[2]
8 unconnected molecules or ions with the total composition C13H25Cl14N3O2P in a non-equilibrium geometry. Source: the OMol25 dataset; level of theory: ωB97M-V/def2-TZVPD.

Element x y z (Å)
C: -2.89853 2.12808 -0.00723
C: -1.42284 2.13687 0.18689
C: -0.43668 0.82988 0.26734
C: -0.03320 -0.32836 -0.82047
C: -0.76740 -0.22925 -2.29193
N: -2.16722 -0.84722 -2.10854
N: 0.98551 -1.35196 -0.29661
O: 1.51754 -2.39530 -1.00816
C: 1.25148 -0.90919 1.13094
N: 0.42912 0.35710 1.44847
P: 0.44658 1.21863 3.02221
O: 1.44021 0.48384 4.01688
H: -3.45429 1.87475 -1.02601
H: -3.61252 2.45596 0.88673
H: -0.89518 3.20508 0.25936
H: -0.82155 0.90133 -2.64262
H: -0.16997 -0.89313 -3.07865
H: -2.27622 -1.04560 -1.07591
H: -2.90079 -0.10362 -2.30754
H: 2.51728 -2.27032 -0.92184
H: 2.01933 -1.48000 1.82352
H: -0.88349 1.07033 3.58373
H: 0.76729 2.60246 2.76636
C: 1.52040 -5.25758 -2.74851
Cl: 1.17038 -5.06496 -4.47062
Cl: 2.76074 -6.48944 -2.48547
H: 1.87515 -4.30446 -2.34883
H: 0.60592 -5.55723 -2.23088
C: 3.73486 -4.54418 -7.46604
Cl: 4.80985 -3.16143 -7.22591
Cl: 4.52443 -5.80546 -8.42045
H: 3.46040 -4.95487 -6.49134
H: 2.83705 -4.20986 -7.99156
C: 3.07916 3.04088 5.64352
Cl: 4.56528 2.75993 6.55884
Cl: 1.79707 3.66517 6.68833
H: 3.28017 3.76847 4.85344
H: 2.74995 2.09749 5.20122
C: -1.46656 5.74464 6.98051
Cl: -1.37474 7.39612 7.60458
Cl: -1.85478 5.73708 5.25587
H: -0.50191 5.25364 7.13021
H: -2.24477 5.20209 7.52277
C: -2.60707 -4.85456 -3.30362
Cl: -1.79034 -3.37504 -3.82252
Cl: -1.83819 -5.53413 -1.86412
H: -3.65014 -4.62338 -3.07429
H: -2.56095 -5.58862 -4.11173
C: 2.21445 2.46239 -3.45176
Cl: 0.89213 3.38812 -4.17272
Cl: 1.66907 1.58682 -2.01611
H: 2.58767 1.74434 -4.18602
H: 3.01545 3.14887 -3.16692
C: -4.51738 1.77473 4.01366
Cl: -3.44238 3.15748 4.25379
Cl: -3.72781 0.51346 3.05925
H: -4.79183 1.36404 4.98836
H: -5.41518 2.10905 3.48814

Forces on the atoms, in the same order (eV/Å):
C 1.47 -0.10 0.02
C -0.59 -0.59 0.33
C 2.94 -5.06 -2.92
C -0.72 2.48 1.38
C 0.38 -1.13 0.53
N 0.16 2.06 1.20
N -3.28 6.62 4.36
O 1.29 0.99 1.03
C -1.76 1.12 -2.42
N 0.27 -1.90 -3.41
P 2.94 -3.23 4.13
O -2.83 2.48 -3.63
H 1.28 -0.97 2.66
H 1.82 0.84 -2.41
H -1.18 -2.56 1.39
H 0.34 -2.49 0.93
H -1.16 1.59 1.71
H 0.00 0.18 -1.60
H 1.31 -1.25 0.24
H -1.56 -0.22 -0.33
H -1.98 1.64 -1.32
H 0.66 0.48 -1.11
H -0.44 -0.90 -0.31
C -0.04 0.05 0.29
Cl 0.01 0.03 0.01
Cl 0.00 0.07 0.11
H -0.04 -0.33 -0.28
H 0.35 0.04 -0.30
C -0.34 -0.16 0.09
Cl -0.07 0.10 0.08
Cl -0.12 0.00 0.05
H 0.20 0.09 -0.24
H 0.33 -0.05 0.04
C 0.18 -0.18 -0.39
Cl -0.05 0.01 -0.15
Cl -0.16 0.01 -0.07
H -0.01 -0.04 0.33
H 0.04 0.15 0.27
C 0.11 -0.19 0.46
Cl 0.01 -0.17 0.02
Cl 0.10 0.02 -0.11
H -0.23 0.23 -0.15
H 0.12 0.23 -0.22
C -0.28 -0.07 -0.38
Cl -0.17 -0.20 -0.16
Cl -0.24 -0.11 0.14
H 0.34 0.00 0.05
H 0.12 0.18 0.26
C 0.50 0.26 -0.44
Cl 0.09 -0.09 0.05
Cl 0.48 0.24 0.01
H -0.21 0.13 0.22
H -0.30 -0.15 0.00
C -0.41 0.20 0.27
Cl -0.13 -0.14 0.01
Cl -0.02 -0.22 -0.10
H 0.20 0.06 -0.27
H 0.30 -0.10 0.06

Computed properties:
HOMO-LUMO gap (eV): 7.1
HOMO energy (eV): -11.9762
Net charge: +1
Maximum force (eV Å⁻¹): 8.6
DFT total energy (Ha): -7608.44504



[3]
2 unconnected molecules or ions with the total composition C15H24BrN3OS in a non-equilibrium geometry. Source: the OMol25 dataset; level of theory: ωB97M-V/def2-TZVPD.

Element x y z (Å)
C: 1.21140 -0.33806 -4.94224
C: 1.22411 -0.86909 -3.60079
C: 2.49485 -1.24463 -2.77364
N: 3.73724 -0.62031 -2.98036
N: 4.74167 -0.99337 -2.21013
C: 4.85754 -1.93196 -1.13062
Br: 6.53094 -2.23867 -0.10489
C: 3.55492 -2.74381 -0.77421
C: 2.36937 -2.35028 -1.67136
S: 0.73516 -3.19182 -1.44765
H: 0.95942 0.77882 -5.07130
H: 1.43901 -1.00273 -5.83934
H: 0.20569 -0.98547 -3.07272
H: 5.63815 -0.51090 -2.42440
H: 3.53268 -3.52862 0.04485
H: 0.80952 -4.26172 -2.36014
C: 0.14583 2.49601 0.85634
C: -0.23239 1.03072 1.15440
C: -0.45580 0.85163 2.67270
C: -1.72208 1.50051 3.22549
C: -2.84802 1.61248 2.19980
C: -2.75755 0.61193 1.02662
N: -1.45548 0.78650 0.37317
O: -1.27839 -0.02974 -0.68962
C: -3.87051 1.00784 0.03296
C: -3.05206 -0.81220 1.53316
C: 0.99259 0.15842 0.79996
H: 0.34647 2.64119 -0.20831
H: 1.04738 2.79424 1.40377
H: -0.65051 3.18973 1.13631
H: -0.48909 -0.21749 2.90847
H: 0.40727 1.23777 3.22913
H: -2.06385 0.92203 4.09044
H: -1.49099 2.49938 3.60905
H: -3.81041 1.51594 2.71367
H: -2.83948 2.63236 1.79833
H: -3.68156 1.99759 -0.39387
H: -4.84443 1.04559 0.53234
H: -3.95710 0.29553 -0.79211
H: -4.04327 -0.85439 1.99802
H: -2.33310 -1.15796 2.27989
H: -3.05335 -1.53942 0.71712
H: 1.86166 0.45437 1.39757
H: 1.28383 0.26266 -0.24836
H: 0.80269 -0.90059 1.00249

Forces on the atoms, in the same order (eV/Å):
C 0.40 -0.12 1.16
C 1.73 0.22 0.33
C -0.54 -1.44 -0.30
N -2.82 -1.91 0.54
N 1.87 -1.08 2.01
C -4.00 -1.64 0.21
Br -1.86 0.66 -1.51
C 0.19 3.69 -3.75
C 2.41 -0.76 1.44
S 1.41 0.05 -0.54
H -1.03 -2.25 -0.20
H 1.01 1.47 1.29
H 1.82 1.28 0.07
H -1.14 -0.33 0.11
H -0.02 1.21 -1.34
H 0.33 1.22 0.72
C 0.28 0.29 0.15
C 0.76 0.90 0.68
C -0.19 -0.20 0.15
C -0.01 0.07 0.30
C 0.09 0.29 -0.07
C -0.94 0.66 0.49
N 0.42 -2.26 -1.26
O -0.16 0.83 0.96
C 0.06 -0.11 -0.27
C 0.17 -0.34 -0.05
C -0.32 -0.24 -0.51
H -0.10 -0.17 0.04
H -0.03 -0.08 0.01
H -0.02 -0.12 0.01
H 0.06 0.03 -0.23
H 0.01 -0.02 -0.29
H 0.08 0.04 -0.06
H -0.05 -0.07 -0.03
H 0.03 -0.16 -0.23
H -0.02 -0.16 -0.20
H 0.10 -0.11 0.08
H 0.17 -0.05 0.12
H 0.19 0.06 0.12
H 0.09 0.18 -0.06
H 0.01 0.10 -0.05
H 0.13 0.20 -0.05
H -0.27 0.14 0.12
H -0.22 -0.03 0.04
H -0.10 0.06 -0.12

Computed properties:
HOMO-LUMO gap (eV): 2.6
HOMO energy (eV): -4.7082
Maximum force (eV Å⁻¹): 5.3
DFT total energy (Ha): -3797.22843



[4]
A single C4H7NO molecule. Source: the OMol25 dataset; level of theory: ωB97M-V/def2-TZVPD.

Element x y z (Å)
C: -0.99010 -1.11185 -0.39426
C: -0.00880 -0.00842 -0.04680
C: 0.55270 0.19975 1.31617
N: 1.34817 -0.46572 0.30228
C: -0.07715 1.22941 -0.89703
O: 0.40325 2.29612 -0.58826
H: -0.49334 -1.85885 -1.02294
H: -1.35979 -1.61908 0.50315
H: -1.85970 -0.72064 -0.93858
H: 0.81736 1.22137 1.58194
H: 0.20964 -0.43474 2.13099
H: 2.04832 0.17129 -0.07280
H: -0.59057 1.10137 -1.87385

Forces on the atoms, in the same order (eV/Å):
C -0.01 -0.04 0.02
C -0.16 0.00 -0.06
C -0.11 0.09 0.26
N 0.25 0.06 -0.11
C 0.20 0.26 0.09
O -0.12 -0.52 -0.22
H -0.14 0.13 0.07
H 0.11 0.11 -0.16
H 0.17 -0.04 0.14
H -0.09 -0.18 -0.03
H 0.01 0.07 -0.20
H -0.10 0.00 0.07
H -0.02 0.06 0.13

Computed properties:
HOMO-LUMO gap (eV): 10.7
HOMO energy (eV): -9.8244
Energy relative to the best compared isomer or geometry (same formula, charge and spin) (kcal/mol): 45.7
Maximum force (eV Å⁻¹): 0.6
DFT total energy (Ha): -286.55874
SMILES string: C[C@@]1(C=O)CN1



[5]
A single C6H4OS4 molecule in a non-equilibrium geometry. Source: the OMol25 dataset; level of theory: ωB97M-V/def2-TZVPD.

Element x y z (Å)
C: -0.57048 -1.85010 -1.39129
C: 0.35022 2.07296 -0.18574
C: -1.00679 -1.43442 -0.33186
C: -0.84791 1.56858 -0.02920
C: -1.23967 -0.64045 0.85967
C: -1.72723 0.69619 0.27036
O: 2.99212 0.63393 1.18525
S: 1.40874 1.08265 -1.33967
S: 0.39175 -0.35437 1.73270
S: 2.79180 -1.69930 -0.55637
S: 2.04818 -0.13308 0.32575
H: -0.46288 -2.62337 -2.14780
H: 0.57809 3.05391 0.25786
H: -2.05858 -1.11994 1.50737
H: -2.64736 0.74681 -0.15704

Forces on the atoms, in the same order (eV/Å):
C -1.09 -1.20 0.84
C -0.40 0.28 -1.12
C 1.02 -0.50 -1.24
C 1.80 0.94 0.14
C -0.48 0.28 0.53
C 1.04 -0.94 0.93
O -0.75 -1.71 -1.26
S -0.21 1.50 0.37
S -2.27 -0.93 2.73
S 1.64 -2.04 -1.09
S -0.04 3.70 0.83
H 0.22 0.89 0.18
H 0.67 -0.76 -0.25
H 1.60 0.68 -0.52
H -2.74 -0.19 -1.06

Computed properties:
HOMO-LUMO gap (spin up / spin down) (eV): 6.4 / 5.3
HOMO energy (spin up / spin down) (eV): -6.5064 / -9.1527
2S+1: 3
Maximum force (eV Å⁻¹): 3.8
⟨S²⟩: 2.0166
DFT total energy (Ha): -1898.69369



[6]
A single H5NP2S2 molecule in a non-equilibrium geometry. Source: the OMol25 dataset; level of theory: ωB97M-V/def2-TZVPD.

Element x y z (Å)
N: -0.06293 -0.29147 0.56368
P: 1.57804 -0.72448 0.29445
P: -1.39397 -0.32797 -0.41643
S: -2.85206 0.88145 0.10956
S: 2.32218 1.25431 -0.14078
H: -0.14997 0.58473 1.25196
H: 1.82045 -0.71382 1.70185
H: -1.25029 -0.23275 -1.76061
H: -1.67714 -1.66906 -0.37486
H: 1.66568 1.23906 -1.22883

Forces on the atoms, in the same order (eV/Å):
N 0.03 2.89 2.10
P -0.28 0.24 0.22
P -2.22 0.36 1.22
S 0.81 -0.51 -0.02
S 1.32 -0.29 2.10
H 0.03 -2.41 -2.03
H 0.50 0.11 -0.44
H 1.10 0.35 -1.18
H -0.30 -0.78 0.03
H -0.99 0.05 -2.00

Computed properties:
HOMO-LUMO gap (eV): 9.2
HOMO energy (eV): -8.8895
Energy relative to the best compared isomer or geometry (same formula, charge and spin) (kcal/mol): 1.5
Maximum force (eV Å⁻¹): 3.6
DFT total energy (Ha): -1536.82947
SMILES string: S=[PH2]NPS



[7]
2 unconnected molecules or ions with the total composition CH7N4S. Source: the OMol25 dataset; level of theory: ωB97M-V/def2-TZVPD.

Element x y z (Å)
C: -0.06954 0.81789 -0.14572
N: -0.63451 -0.33716 0.04639
N: 1.21096 1.08039 -0.05834
N: -3.54394 -0.59850 -0.36151
N: 2.13522 0.08078 0.25690
S: -4.58784 0.40898 0.18012
H: -1.65777 -0.46092 -0.06881
H: 1.53429 2.02590 -0.25348
H: -3.91066 -1.48318 -0.71873
H: 2.92964 0.11960 -0.37551
H: -0.04017 -1.13600 0.24767
H: 2.47988 0.18559 1.21009
H: -0.71383 1.65685 -0.39348

Forces on the atoms, in the same order (eV/Å):
C -0.66 0.11 -0.14
N 0.27 -0.22 0.02
N 0.57 0.38 -0.01
N -0.08 -0.33 -0.08
N 0.06 -0.27 0.15
S -0.13 0.35 0.16
H 0.34 0.09 0.02
H -0.19 -0.25 0.14
H 0.27 0.00 -0.06
H -0.23 -0.03 -0.06
H -0.15 0.08 0.00
H -0.17 0.13 -0.14
H 0.10 -0.04 0.01

Computed properties:
HOMO-LUMO gap (spin up / spin down) (eV): 9.1 / 9.9
HOMO energy (spin up / spin down) (eV): -12.0250 / -15.0766
Energy relative to the best compared isomer or geometry (same formula, charge and spin) (kcal/mol): 0.0
2S+1: 3
Net charge: +1
Maximum force (eV Å⁻¹): 0.7
⟨S²⟩: 2.0073
DFT total energy (Ha): -659.19279



[8]
2 unconnected molecules or ions with the total composition C10H16. Source: the OMol25 dataset; level of theory: ωB97M-V/def2-TZVPD.

Element x y z (Å)
C: -0.60270 1.63452 0.38548
C: -2.12666 1.67627 0.38997
C: 0.00682 0.76779 -0.64300
C: 1.12533 1.22000 -1.39128
C: -0.46361 -0.58607 -0.82752
C: 1.83635 0.33996 -2.14999
C: 0.23228 -1.45702 -1.59762
C: 1.43406 -1.01449 -2.20508
H: -0.14515 2.62828 0.33561
H: -0.19903 1.30022 1.36548
H: -2.49858 2.31798 1.18407
H: 1.48734 2.23941 -1.33913
H: -1.40546 -0.82575 -0.35383
H: 2.77430 0.62223 -2.59528
H: -0.17416 -2.41614 -1.86861
H: 2.03281 -1.74031 -2.74460
H: -2.53488 0.68883 0.62826
H: -2.49879 1.92990 -0.60170
C: 0.09736 -1.66707 2.43412
C: -0.66330 -0.83391 3.46870
H: 0.06678 -2.74026 2.63113
H: -0.28255 -1.50148 1.42815
H: 1.16025 -1.41596 2.39970
H: 0.02383 -0.30622 4.13068
H: -1.39522 -0.13800 3.04862
H: -1.26763 -1.46918 4.11256

Forces on the atoms, in the same order (eV/Å):
C 0.65 0.57 0.32
C -0.10 -0.91 0.17
C 0.07 -0.11 0.35
C 0.50 0.00 -0.34
C -0.24 0.62 -0.03
C 0.16 -0.26 0.57
C -0.05 0.36 -0.55
C -0.29 -0.42 -0.12
H -0.29 0.04 -0.33
H -0.32 -0.37 -0.19
H 0.04 0.33 -0.27
H -0.29 0.05 0.27
H 0.06 -0.27 -0.09
H 0.03 0.16 -0.29
H 0.14 -0.35 0.33
H 0.00 0.13 -0.05
H 0.04 0.05 -0.03
H -0.13 0.37 0.19
C 0.29 0.05 -0.13
C -0.17 -0.27 0.38
H -0.18 0.11 0.01
H -0.09 -0.17 -0.01
H -0.04 0.12 0.04
H -0.13 0.16 -0.10
H 0.33 0.13 -0.15
H 0.03 -0.13 0.07

Computed properties:
HOMO-LUMO gap (spin up / spin down) (eV): 10.3 / 6.6
HOMO energy (spin up / spin down) (eV): -14.5902 / -14.6805
Energy relative to the best compared isomer or geometry (same formula, charge and spin) (kcal/mol): 3.3
2S+1: 2
Net charge: +1
Maximum force (eV Å⁻¹): 0.9
⟨S²⟩: 0.7678
DFT total energy (Ha): -390.30463